[1]
Formula: C9H16NO
Source: the Open Molecules 2025 dataset
Level of theory: ωB97M-V/def2-TZVPD

```
27
Properties=species:S:1:pos:R:3:forces:R:3:nbo_charge:R:1
C -3.682461 0.172012 0.072081 -0.7404 2.5642 -1.4549 -0.64
C -2.373529 0.521280 -0.649718 1.6033 2.0064 1.9341 -0.38
C -1.383553 0.416704 0.564021 -1.0331 1.6355 -0.4355 -0.23
N -0.014806 0.885040 0.281688 1.4647 -1.1396 -0.0663 -0.32
C 0.227391 2.172708 -0.085746 2.6248 1.4173 -1.0950 -0.06
C 1.598466 2.285771 -0.305903 -4.4217 -2.9260 1.8628 0.11
O 2.156984 1.062935 0.035993 -0.9749 0.2877 -0.6383 -0.36
C 1.173291 0.237709 0.308443 -1.8637 -1.6416 0.6325 0.65
C 1.445114 -1.326140 0.436010 0.5880 2.3478 -1.0752 -0.26
C 2.923658 -1.364213 0.740692 1.3017 0.4913 2.7012 -0.63
C 1.276455 -1.847119 -0.984398 0.7343 -0.6181 -0.2563 -0.60
H -4.136416 0.935446 0.763036 1.3841 -0.5067 -0.0793 0.23
H -3.436402 -0.733132 0.576240 -1.1385 -1.0287 0.1840 0.21
H -4.448119 0.285294 -0.695932 -0.3280 -1.5743 -0.0054 0.25
H -2.056207 -0.221791 -1.357170 -0.3131 -0.1998 -0.7167 0.21
H -2.241106 1.585665 -1.052477 -0.7246 -1.5971 0.1908 0.21
H -1.389423 -0.639920 0.836480 0.3068 0.4510 0.7513 0.23
H -1.847277 1.207735 1.270149 1.1284 -1.9087 -0.3349 0.24
H -0.553491 2.910767 -0.234158 0.2407 -0.2059 0.1797 0.26
H 2.219817 3.060657 -0.436628 2.1036 2.5109 -0.7169 0.23
H 0.810407 -1.796966 1.181558 0.0197 0.1730 0.1024 0.25
H 3.606673 -1.127290 -0.112406 -0.7842 -0.4963 0.6402 0.24
H 3.211835 -2.284920 1.308763 -0.1484 0.5208 -1.0224 0.25
H 3.080880 -0.553210 1.516991 0.3567 -0.9306 -0.7667 0.22
H 1.829024 -2.832959 -1.111416 -0.7857 1.2566 0.1208 0.25
H 1.757861 -1.066113 -1.596507 -0.1553 -0.7189 -0.3410 0.21
H 0.244932 -1.945943 -1.269691 -0.4454 -0.1701 -0.2949 0.22
```
Positions in Å, forces in eV/Å.

The LUMO energy comes out at -3.2 eV. The structure (SMILES) is CCC[n+]1ccoc1C(C)C. The calculation puts the HOMO-LUMO gap at 10.912 eV. Its net charge is +1.

=====

[2]
Formula: C5H9N2
Source: the Open Molecules 2025 dataset
Level of theory: ωB97M-V/def2-TZVPD

```
16
Properties=species:S:1:pos:R:3:forces:R:3:nbo_charge:R:1
C -0.133252 -0.152093 0.068530 0.1800 1.1523 -0.1194 0.25
C 1.237303 0.736900 -1.164588 -0.9564 -0.3971 1.8755 0.55
C -0.613836 -1.496514 0.428425 2.3716 -2.1781 1.2124 -0.28
C 1.195968 -0.119682 -2.291373 -0.8799 -3.0435 1.0032 -0.73
C -1.644323 0.633594 1.982023 0.5634 -0.1241 2.8383 -0.44
N 1.960407 1.508111 -0.629255 0.2126 1.7796 0.4275 -0.53
N -0.833737 -0.238289 1.134241 -0.7152 1.4722 -2.0956 -0.29
H -1.366712 -2.008346 -0.198705 0.3000 0.3452 0.7033 0.24
H 0.254815 -2.085002 0.963973 -2.3320 0.3832 -1.1941 0.22
H 0.157733 -0.472704 -2.438579 0.6386 0.5666 -0.7498 0.27
H 1.803681 0.195889 -3.095886 0.1895 0.5014 -1.0344 0.29
H 1.669175 -1.038530 -1.841129 -0.1668 0.4656 -0.6697 0.28
H -2.759825 0.581464 1.931990 1.0261 -0.1306 -0.9766 0.26
H -1.235795 1.691316 1.923622 -0.6507 -1.4333 -0.0823 0.25
H -1.456780 0.206381 3.024180 -0.1350 0.9744 -1.0706 0.24
H 1.765179 2.057504 0.202530 0.3543 -0.3336 -0.0678 0.43
```
Positions in Å, forces in eV/Å.

The LUMO energy comes out at -4.0 eV. The calculation puts the HOMO-LUMO gap at 10.450 eV. Its net charge is +1.

=====

[3]
Formula: C4H7NO4
Source: the Open Molecules 2025 dataset
Level of theory: ωB97M-V/def2-TZVPD

```
16
Properties=species:S:1:pos:R:3:forces:R:3:nbo_charge:R:1
C 0.941129 -0.730367 -1.424988 0.0160 -0.1028 0.1712 -0.66
C -0.207230 0.218637 -1.284009 0.0549 -0.9622 1.1491 0.16
O -0.383859 1.094842 -2.342601 -0.0213 0.7772 0.3134 -0.71
C -1.040977 0.279035 -0.231520 -0.1040 0.3301 -1.7615 0.52
O -2.146293 1.105946 -0.271114 0.6918 -0.6477 0.6746 -0.68
O -0.855462 -0.505597 0.906417 -0.4542 1.3074 -0.8788 -0.50
C 0.075572 0.047965 1.737133 1.8512 0.9928 1.0581 0.88
N 0.357287 -0.798054 2.760415 -0.3592 -0.3146 -0.1136 -0.83
O 0.651790 1.121610 1.614204 -1.2777 -1.2764 -0.3900 -0.63
H 0.890144 -1.552664 -0.703700 -0.0324 0.2317 -0.0438 0.22
H 1.889973 -0.205383 -1.280795 0.0257 -0.0680 -0.0660 0.22
H 0.940868 -1.178620 -2.423969 -0.0210 0.1666 0.0809 0.23
H 0.039351 1.929125 -2.055249 -0.2877 -0.3857 -0.4273 0.49
H -2.190499 1.432843 -1.189730 0.0634 -0.1914 0.3782 0.50
H 1.089879 -0.540374 3.404273 -0.2483 -0.0404 -0.2274 0.41
H -0.051672 -1.718943 2.785234 0.1028 0.1836 0.0828 0.40
```
Positions in Å, forces in eV/Å.

The LUMO energy comes out at 0.7 eV. The structure (SMILES) is C/C(O)=C(/O)OC(N)=O. The calculation puts the HOMO-LUMO gap at 9.217 eV.

=====

[4]
Formula: C44H49N5O7P2S6Ti
Source: the Open Molecules 2025 dataset
Level of theory: ωB97M-V/def2-TZVPD

```
114
Properties=species:S:1:pos:R:3:forces:R:3:mulliken_charge:R:1
Ti -0.671260 -0.069570 0.050701 -0.7682 -0.5257 -0.2577 0.66
S 4.363185 -3.002856 0.682477 -0.0260 -0.0438 -0.0750 0.09
C 5.969806 -3.433910 1.072041 0.0832 -0.0251 -0.0089 -0.43
C 6.433165 -2.729829 2.139469 0.0066 0.0217 0.0144 -0.70
C 5.466312 -1.822564 2.650949 0.0151 -0.0269 -0.0054 -0.44
C 4.282534 -1.858368 1.965466 -0.0525 0.0786 0.1206 0.39
C 3.101499 -1.013778 2.172847 0.0040 -0.0211 0.0069 0.52
C 2.082400 -0.973826 1.230495 0.0871 0.0941 -0.0932 -0.46
N 1.051014 -0.139944 1.292772 0.0780 0.1089 0.0913 0.75
C 0.967614 0.733927 2.338489 0.0649 -0.1143 0.1550 -0.32
C 1.917319 0.707299 3.385085 -0.0008 0.1524 0.0812 0.98
C 1.733560 1.626410 4.481875 0.0728 -0.0875 -0.0693 -1.19
C 0.697086 2.483407 4.496883 -0.1237 0.0775 -0.0374 -1.23
C -0.270999 2.529876 3.420331 0.0593 0.0439 0.1264 1.03
C -1.345670 3.396447 3.405654 -0.0726 -0.0153 -0.1582 -1.21
C -2.226360 3.384333 2.291140 -0.0079 0.1320 0.1972 0.79
C -1.979984 2.501961 1.268743 0.0288 -0.1707 -0.1974 -0.80
N -0.970747 1.599944 1.269000 0.1415 -0.0795 0.4523 0.94
C -0.104123 1.634125 2.343532 0.0462 0.0552 0.0549 -0.79
C -3.391585 4.278329 2.249475 0.1414 -0.0002 0.0898 0.51
C -3.655518 5.349369 3.059095 -0.0226 0.0240 -0.0322 -0.55
C -4.891194 5.985285 2.758975 0.0221 0.0022 0.0145 -0.62
C -5.546879 5.384365 1.730620 -0.0537 0.0612 0.0107 -0.43
S -4.671664 4.047918 1.121905 -0.0620 -0.0573 -0.0670 -0.01
C 2.976398 -0.171275 3.286737 0.1335 -0.0242 -0.0305 -1.03
H 6.488963 -4.180022 0.490583 -0.0352 0.0309 0.0229 0.44
H 7.428370 -2.846436 2.545509 -0.0293 0.0032 -0.0141 0.41
H 5.655459 -1.152403 3.478698 -0.0111 -0.0349 -0.0290 0.38
H 2.111875 -1.614366 0.357487 0.0023 -0.0453 -0.0245 0.01
H 2.457592 1.615392 5.288187 -0.0219 -0.0008 -0.0008 0.45
H 0.566726 3.176643 5.320001 0.0060 -0.0229 -0.0073 0.44
H -1.507524 4.070674 4.236005 -0.0125 -0.0130 -0.0036 0.35
H -2.610332 2.472541 0.388222 -0.0555 0.0040 -0.0042 0.26
H -2.983130 5.687224 3.835385 -0.0225 -0.0101 -0.0303 0.39
H -5.268160 6.852972 3.282336 0.0111 -0.0269 -0.0165 0.39
H -6.493632 5.660595 1.292910 0.0450 -0.0193 0.0158 0.41
H 3.722250 -0.187563 4.073268 -0.0209 -0.0165 -0.0173 0.41
N -0.233539 0.008294 -4.120529 0.0616 0.0651 -0.1197 -0.02
C -1.525613 -0.249922 -3.379421 -0.0998 -0.0457 -0.0385 0.85
C -2.666547 -0.296111 -4.382455 -0.0465 0.0195 0.0124 -2.07
P -1.695774 1.093049 -2.102634 0.0151 -0.1397 -0.0474 0.26
O -0.206604 1.100838 -1.607943 0.1086 0.0522 0.0851 -0.21
O -2.259644 2.317105 -2.692454 0.0571 -0.0470 -0.1528 -0.98
O -2.431014 0.367164 -0.950193 0.0875 0.2936 0.0902 -0.60
P -1.219836 -1.896829 -2.593202 0.2174 -0.0060 0.1965 1.10
O -2.685556 -2.517670 -2.341579 -0.0713 -0.1872 -0.2308 -0.59
O -0.470726 -2.689861 -3.602747 -0.0028 0.0286 -0.0675 -0.92
O -0.577858 -1.687733 -1.228701 -0.0395 0.0413 -0.1300 -0.08
H -0.377974 0.603349 -4.932048 -0.0166 0.1278 -0.0786 0.51
H 0.171976 -0.892715 -4.410291 0.0081 -0.1267 -0.0230 0.50
H 0.421184 0.492554 -3.491342 0.0806 0.0335 0.1338 -0.48
H -2.733869 0.657454 -4.910790 -0.0008 0.0025 0.0147 0.51
H -3.606984 -0.433841 -3.851525 0.0107 -0.0018 0.0066 0.36
H -2.549651 -1.110664 -5.102395 0.0224 0.0030 0.0009 0.50
H 1.668256 0.934957 -1.382962 0.1111 -0.0438 -0.1416 -0.23
H -2.885934 -3.127778 -3.070405 0.0562 0.1718 0.1932 0.37
C -4.052442 -6.254882 1.448602 -0.0619 0.0277 0.0166 -0.97
C -2.829397 -6.690339 0.649258 0.0139 -0.0217 0.0000 -0.50
C -2.307443 -5.655297 -0.346406 -0.0184 0.0241 -0.0458 -1.01
C -1.850198 -4.337497 0.268862 -0.0717 -0.0668 0.0854 0.04
N -2.993193 -3.455940 0.499911 0.0651 0.1334 0.0527 0.31
C -2.930065 -2.281893 1.142989 0.0905 -0.0711 -0.1691 0.29
S -1.478613 -1.805191 1.915490 -0.0552 0.2369 0.0167 -0.77
N -4.037168 -1.536868 1.144584 0.0803 0.0565 -0.0035 -0.11
C -4.187441 -0.235809 1.799280 -0.0277 -0.1022 -0.0918 -0.16
C -4.412699 -0.302805 3.303728 0.0112 0.0248 -0.0049 -0.60
C -5.736016 -0.919039 3.756047 -0.0309 0.0138 -0.0126 -0.72
C -5.828825 -2.437027 3.613122 0.0196 -0.0678 0.0088 -1.04
H -4.387067 -7.052241 2.114134 0.0105 0.0053 -0.0259 0.39
H -4.889043 -6.006799 0.787712 0.0293 -0.0075 0.0068 0.25
H -3.847171 -5.376258 2.061696 0.0194 -0.0280 -0.0070 0.15
H -3.065352 -7.606502 0.101310 0.0027 -0.0009 0.0091 0.36
H -2.019023 -6.949431 1.337532 -0.0114 0.0216 0.0004 0.30
H -3.069466 -5.455805 -1.112057 0.0140 0.0061 0.0121 0.28
H -1.457280 -6.078797 -0.885119 -0.0015 -0.0124 0.0174 0.40
H -1.128342 -3.834043 -0.370029 0.0363 0.0278 -0.0324 -0.58
H -1.358808 -4.514242 1.225434 0.0003 -0.0191 0.0293 0.72
H -3.765350 -3.581327 -0.135165 -0.0821 -0.0572 -0.0110 0.26
H -4.777828 -1.820146 0.524043 -0.0508 -0.0326 0.0322 0.37
H -5.028467 0.256210 1.306662 -0.0050 -0.0066 0.0179 0.62
H -3.304363 0.352929 1.577333 0.0993 0.0654 0.0125 -0.42
H -4.356616 0.729688 3.663116 -0.0103 -0.0135 -0.0056 0.47
H -3.573239 -0.830995 3.762124 0.0065 -0.0178 0.0071 0.22
H -6.562558 -0.443249 3.216135 0.0120 -0.0071 0.0042 0.29
H -5.884119 -0.664953 4.808734 0.0117 0.0007 -0.0055 0.37
H -5.865726 -2.760541 2.572368 -0.0002 0.0292 0.0001 0.21
H -6.724450 -2.821722 4.104817 0.0163 0.0222 -0.0066 0.45
H -4.963163 -2.924275 4.070405 -0.0200 0.0303 -0.0013 0.24
O 2.567563 0.692952 -1.091248 0.1170 0.0222 -0.1499 0.02
C 3.482633 0.574415 -2.178121 -0.1093 -0.0019 0.0377 3.54
C 4.800412 1.148455 -1.700548 -0.0395 0.0700 -0.0254 -0.93
C 5.599505 2.076091 -2.297627 0.0012 -0.0493 -0.0568 -0.48
C 6.773704 2.355269 -1.543333 0.0076 0.0100 -0.0023 -0.77
C 6.827052 1.633143 -0.391527 0.0708 0.0210 -0.0003 -0.61
S 5.468661 0.613064 -0.210548 -0.0159 -0.0064 0.0341 0.23
C 2.962316 1.354722 -3.377492 -0.0757 0.0510 0.1865 -0.97
C 2.298413 2.548425 -3.334771 -0.0379 -0.0731 0.0226 -0.24
C 1.921702 3.016280 -4.623591 0.0023 -0.0215 -0.0272 -0.69
C 2.323157 2.170966 -5.616125 -0.0883 0.0852 -0.0345 -0.60
S 3.138592 0.801767 -4.994737 0.0416 -0.0822 -0.0343 -0.10
C 3.647396 -0.896885 -2.546580 -0.2129 0.0976 0.1141 -0.19
C 2.660173 -1.837533 -2.540395 0.0306 0.0060 -0.0365 0.03
C 3.095680 -3.095895 -3.033022 0.0149 -0.0700 0.0017 -1.08
C 4.409796 -3.081528 -3.392154 -0.0328 -0.0724 0.0015 -0.64
S 5.120758 -1.550713 -3.127459 0.1114 0.0594 -0.0460 -0.11
H 5.357752 2.538348 -3.245450 0.0131 0.0024 0.0355 0.56
H 7.533723 3.063254 -1.842885 -0.0246 -0.0246 0.0052 0.42
H 7.596357 1.651826 0.365939 -0.0493 -0.0010 -0.0327 0.46
H 2.073172 3.060036 -2.408710 0.0032 -0.0099 -0.0295 0.48
H 1.379911 3.935643 -4.799239 0.0270 -0.0379 0.0131 0.41
H 2.189377 2.291285 -6.681502 0.0130 -0.0243 0.0675 0.48
H 1.657007 -1.648572 -2.188589 -0.0496 0.0059 0.0390 0.17
H 2.455207 -3.963432 -3.113216 0.0085 0.0451 0.0049 0.44
H 4.999758 -3.894659 -3.788451 -0.0269 0.0557 0.0285 0.46
```
Positions in Å, forces in eV/Å.

The LUMO energy (alpha / beta) comes out at 0.2 / -0.3 eV. The spin multiplicity is 3. As for the expectation value of S²: 2.024. The calculation puts the HOMO-LUMO gap (alpha / beta) at 5.233 / 7.253 eV.

=====

[5]
Formula: C5H10N2
Source: the Open Molecules 2025 dataset
Level of theory: ωB97M-V/def2-TZVPD

```
17
Properties=species:S:1:pos:R:3:forces:R:3:nbo_charge:R:1
C 1.307237 -1.158556 -0.622776 -0.0111 0.0757 0.0203 -0.67
C 0.306703 0.619964 -2.128785 -0.1598 -0.1425 -0.1700 -0.70
C 0.350220 -0.018210 -0.778444 -0.5979 -0.8870 0.0053 0.49
N -0.053951 0.744960 0.272430 -0.2088 0.3598 0.9912 -0.67
H -0.202476 1.743802 0.173788 -0.0233 -0.1986 -0.0156 0.39
H 2.310661 -0.801256 -0.897728 -0.0353 -0.0387 0.0987 0.21
H -0.633802 0.322676 -2.603293 0.0256 0.0542 0.0205 0.27
H 0.302617 1.710616 -2.067345 -0.0323 -0.0214 0.1245 0.22
H 1.294253 -1.567210 0.382107 0.0828 0.0660 0.0260 0.24
H 1.046553 -1.962087 -1.310609 -0.0270 0.0507 -0.0368 0.24
H 1.121496 0.302503 -2.780258 -0.0106 -0.0538 0.0962 0.23
C -1.201441 0.265350 2.464765 -0.0596 -0.1456 -0.0395 -0.68
C -0.902143 -0.138892 1.042615 0.6918 0.7967 -0.4515 0.30
N -1.209451 -1.162393 0.377682 0.4070 0.1716 -0.5406 -0.54
H -1.619508 1.277021 2.512374 0.0083 -0.0972 -0.0503 0.21
H -0.297629 0.257807 3.080389 -0.0344 -0.0282 -0.0888 0.22
H -1.919341 -0.436096 2.883088 -0.0154 0.0382 0.0103 0.24
```
Positions in Å, forces in eV/Å.

The LUMO energy (alpha / beta) comes out at 0.5 / 0.3 eV. The calculation puts the HOMO-LUMO gap (alpha / beta) at 7.897 / 7.282 eV.

=====

[6]
Formula: CH3NO3S
Source: the Open Molecules 2025 dataset
Level of theory: ωB97M-V/def2-TZVPD

```
9
Properties=species:S:1:pos:R:3:forces:R:3:nbo_charge:R:1
C -0.786746 -0.735203 -0.669788 -0.2996 2.3593 -1.8817 0.35
N 0.150595 0.166004 -0.663917 1.3066 -0.5455 1.1910 -0.34
O -0.928133 -1.786277 -0.047485 0.9483 -1.9613 1.7921 -0.57
O 0.011059 1.289167 -1.479663 -2.6446 -0.9950 -1.5601 -0.54
O 1.695885 -1.605694 1.132201 -0.4304 0.2076 0.1378 -0.91
S 0.436354 -2.336208 1.348340 -1.4684 0.5697 -0.0551 1.09
H 1.074768 0.203447 -0.201762 -0.8814 -0.2353 -0.2537 0.42
H -0.856341 0.990841 -1.991620 2.2284 1.0606 1.1907 0.47
H -0.479630 -1.573911 2.168853 1.2411 -0.4602 -0.5608 0.03
```
Positions in Å, forces in eV/Å.

The LUMO energy (alpha / beta) comes out at -0.8 / -0.8 eV. The calculation puts the HOMO-LUMO gap (alpha / beta) at 7.398 / 7.391 eV.

=====

For each record above, in turn, the calculated energy above the lowest of the compared OMol25 structures with the same formula, charge and spin values are 43.5 146.3 30.1 0.0 71.3 123.7 kcal/mol.